The following is a DFT calculation (ωB97M-V/def2-TZVPD) of one molecule with the formula C5H6O2 in a non-equilibrium geometry.

Calculated values
E_LUMO = 1.06 eV
SMILES = CC(=O)OC1C=C1
charge = 0
F_max = 0.0999 Eh/bohr
2S+1 = 1
orbital gap = 10.85 eV
E_HOMO = -9.8 eV
energy relative to the best compared isomer or geometry (same formula, charge and spin) = 67.97 kcal per mole
E = -344.4936 Eh

The geometry in XYZ format:
```
13
Properties=species:S:1:pos:R:3:forces:R:3
C 2.3039 -0.7136 0.0060 1.3 2.4 0.0
C 1.3038 0.3439 -0.0142 -4.7 1.4 -1.5
O 1.4062 1.5516 -0.0628 0.6 -1.4 0.4
O -0.0031 -0.2619 -0.0779 1.5 0.8 -0.2
C -1.2087 0.5800 -0.1821 1.1 0.0 0.1
C -2.2622 0.1213 0.7071 -0.6 -0.4 1.6
C -2.4807 -0.1874 -0.5243 0.6 1.5 -0.2
H 2.4759 -0.7909 1.0525 0.6 -1.1 0.8
H 3.1551 -0.2589 -0.4766 0.7 0.1 0.2
H 2.0736 -1.5346 -0.5800 -0.9 -1.9 -0.4
H -0.8894 1.6463 -0.3706 -0.8 -1.3 0.1
H -2.6159 -0.0429 1.7321 0.3 0.5 -0.6
H -3.2585 -0.4530 -1.2094 0.3 -0.4 -0.4
```
Forces are in eV/Å.


The following is a DFT calculation (ωB97M-V/def2-TZVPD) of one molecule with the formula C10H10N2O2 in a non-equilibrium geometry.

Calculated values
E_LUMO = 0.11 eV
charge = 0
F_max = 0.1156 Eh/bohr
2S+1 = 1
orbital gap = 8.30 eV
E_HOMO = -8.2 eV
energy relative to the best compared isomer or geometry (same formula, charge and spin) = 81.21 kcal per mole
E = -646.9726 Eh

The geometry in XYZ format:
```
24
Properties=species:S:1:pos:R:3:forces:R:3
C -2.6366 -1.7143 -0.4870 -3.2 1.9 -1.0
C -1.6415 -2.5866 -0.2561 3.8 -1.3 1.6
C -2.3596 -0.3624 -0.3805 1.4 -0.4 1.5
C -0.3551 -2.0927 0.1102 -0.4 0.3 0.0
C -1.0945 0.1215 0.0769 -1.7 1.7 -1.6
C -0.0273 -0.7081 0.2444 -4.4 -3.9 -0.7
C -0.9511 1.5836 0.0980 -0.8 -0.2 -0.5
C 0.0713 2.3527 -0.3468 -0.3 0.8 1.3
C 2.4343 -0.7814 -0.2473 -1.2 0.7 -0.9
C 1.2095 -0.2013 0.4800 3.3 -0.4 0.0
N 1.5383 0.5966 1.4058 1.5 2.5 3.3
N 1.4235 2.1840 -0.6319 0.1 0.4 -1.4
O 2.9437 -0.3320 -1.2630 0.2 0.0 0.3
O 2.5198 -1.7323 0.5257 1.1 -1.5 0.2
H -3.7289 -1.9175 -0.7516 1.8 -0.4 0.4
H -1.6733 -3.6742 -0.1418 -0.7 0.4 -0.5
H -3.1545 0.3385 -0.4401 -0.5 0.6 -0.4
H 0.4162 -2.7628 0.4395 0.1 -0.5 -0.3
H -1.9591 2.0325 0.3004 1.4 0.3 -0.2
H -0.1663 3.3977 -0.1843 0.1 0.3 -0.5
H 2.4903 0.9941 1.2863 -1.2 -0.2 0.6
H 1.0410 0.8908 2.2880 0.3 -0.7 -1.8
H 1.8271 1.3365 -1.0922 -0.6 0.7 0.4
H 1.8332 3.0370 -1.0327 -0.4 -0.8 0.2
```
Forces are in eV/Å.


The following is a DFT calculation (ωB97M-V/def2-TZVPD) of a 2-piece molecular cluster, C2H8N overall in a non-equilibrium geometry.

Calculated values
E_LUMO = -4.47 eV
charge = +1
F_max = 0.0380 Eh/bohr
2S+1 = 1
orbital gap = 9.12 eV
E_HOMO = -13.6 eV
energy relative to the best compared isomer or geometry (same formula, charge and spin) = 46.30 kcal per mole
E = -135.4270 Eh

The geometry in XYZ format:
```
11
Properties=species:S:1:pos:R:3:forces:R:3
N -0.1508 -0.2887 -2.1517 0.5 0.0 -0.4
H -0.5482 0.6471 -2.1039 0.0 0.3 -0.2
H -0.0213 -0.5991 -3.1228 -0.4 0.1 0.1
H 0.7901 -0.2539 -1.7440 -0.2 -0.1 0.3
H -0.7709 -0.9055 -1.6193 0.2 -0.2 -0.1
C 0.0639 0.7782 1.8247 -0.2 -0.8 0.1
C 0.1032 -0.3870 1.1701 1.4 0.7 -1.1
H 0.8852 1.1184 2.4356 -0.3 -0.3 0.8
H -0.8534 1.3484 1.8241 0.3 0.7 -0.6
H 0.8760 -1.1438 1.2617 0.3 0.3 0.3
H -0.3067 -0.4185 0.1643 -1.6 -0.5 0.8
```
Forces are in eV/Å.


The following is a DFT calculation (ωB97M-V/def2-TZVPD) of C9H19BrNO as an isolated structure in a non-equilibrium geometry.

Calculated values
E_LUMO = 3.40 eV
charge = -1
F_max = 0.0634 Eh/bohr
2S+1 = 1
orbital gap = 7.17 eV
E_HOMO = -3.8 eV
energy relative to the best compared isomer or geometry (same formula, charge and spin) = 40.94 kcal per mole
E = -3058.3283 Eh

The geometry in XYZ format:
```
31
Properties=species:S:1:pos:R:3:forces:R:3
Br 28.2999 -27.3286 -24.6519 0.3 3.0 0.1
C 27.7773 -31.0360 -22.6501 -0.9 -0.1 -1.3
C 28.7501 -30.9297 -23.8409 0.9 -0.3 -0.7
C 29.5000 -32.3336 -24.0462 -2.3 0.9 0.5
C 30.2879 -32.4614 -25.3121 0.9 0.7 0.0
C 29.4677 -32.0758 -26.5645 0.7 0.7 0.6
C 28.7032 -30.6290 -26.4790 1.2 -2.9 1.0
N 27.9852 -30.6481 -25.1334 1.5 -2.1 -0.9
O 26.9781 -29.7331 -25.0716 -1.8 -1.4 0.1
C 29.6876 -29.4732 -26.8219 0.4 -0.4 -0.1
C 27.7558 -30.7235 -27.6416 -1.9 1.5 -0.2
C 29.7407 -29.8156 -23.4826 0.2 -0.1 -0.1
H 27.2694 -30.0827 -22.5043 0.4 0.2 0.3
H 28.2278 -31.4232 -21.7361 0.2 0.2 -0.1
H 26.9468 -31.6754 -22.9494 0.0 -0.5 0.1
H 29.9873 -32.6413 -23.1209 0.7 0.5 0.0
H 28.7116 -33.0844 -24.0985 -0.5 0.0 -0.2
H 30.7298 -33.4575 -25.2905 -0.3 -0.4 -0.7
H 31.1945 -31.8592 -25.2514 0.0 0.6 0.0
H 28.8556 -32.9397 -26.8232 -0.9 0.4 0.3
H 30.1131 -32.0281 -27.4415 0.4 0.3 0.0
H 30.6634 -29.6068 -26.3551 -0.1 0.1 0.4
H 29.9342 -29.4824 -27.8836 -0.2 -0.3 -0.3
H 29.3124 -28.4688 -26.6256 -0.1 -0.3 0.3
H 28.2620 -30.6950 -28.6065 0.2 -0.3 0.1
H 26.9547 -31.4627 -27.6408 0.5 -0.6 0.4
H 27.1652 -29.8078 -27.6124 -0.1 0.4 -0.2
H 30.4061 -29.5375 -24.3000 0.0 -0.2 0.0
H 30.3704 -30.0711 -22.6303 0.0 -0.2 0.3
H 29.1644 -28.9138 -23.2758 0.4 -0.3 0.3
H 27.4057 -28.8777 -24.9881 0.1 1.1 0.1
```
Forces are in eV/Å.